A 2-piece molecular cluster, C11H18 overall. Source: the Open Molecules 2025 dataset; level of theory: wB97M-V/def2-TZVPD.

Calculated values
* E_LUMO: 1.0 eV
* max |F|: 4.60 eV Å⁻¹
* structure (SMILES): Cc1ccccc1.CC(C)C
* orbital gap: 10.075 eV
* HOMO level: -9.11 eV

Positions of all 29 atoms, in Å:
C (-1.644, 0.673, -1.953)
C (-0.514, 0.224, -2.757)
C (0.289, 0.246, 1.539)
C (1.525, -1.593, 3.076)
C (-2.930, 1.036, -2.641)
C (-0.307, -0.039, 2.757)
C (1.436, -0.351, 1.055)
C (3.315, -1.891, 1.250)
C (2.134, -1.241, 1.888)
C (-1.218, 1.948, -1.171)
C (0.327, -1.004, 3.526)
H (-0.217, 1.830, -0.701)
H (4.309, -1.860, 1.576)
H (-0.203, 0.828, 0.752)
H (-0.138, 1.074, -3.442)
H (3.162, -2.987, 1.112)
H (-0.141, -1.279, 4.514)
H (-2.825, 0.500, -3.695)
H (-2.018, -0.032, -1.163)
H (1.950, -2.238, 3.697)
H (-1.226, 0.310, 3.111)
H (-1.308, 2.865, -1.623)
H (1.874, 0.103, 0.191)
H (-2.805, 2.018, -2.965)
H (3.486, -1.476, 0.245)
H (0.217, 0.043, -2.103)
H (-1.944, 1.855, -0.439)
H (-3.964, 1.058, -2.275)
H (-0.623, -0.620, -3.363)

Löwdin population analysis, charges in e, atoms 1 to 4: C -0.50; C -0.09; C -0.09; C -0.04

=====

A 2-piece molecular cluster, C14H16O2 overall. Source: the Open Molecules 2025 dataset; level of theory: wB97M-V/def2-TZVPD.

Calculated values
* E_LUMO: 0.8 eV
* max |F|: 2.85 eV Å⁻¹
* structure (SMILES): Cc1ccc(O)cc1.Cc1ccc(O)cc1
* orbital gap: 9.012 eV
* HOMO level: -8.21 eV

Positions of all 32 atoms, in Å:
O (-0.276, -0.249, -4.034)
O (1.415, -2.306, -0.968)
C (0.671, -0.939, 0.859)
C (3.339, -0.404, 1.576)
C (-2.381, -0.278, -2.991)
C (1.743, -1.497, 0.133)
C (3.055, -1.280, 0.485)
C (-2.660, 0.501, -0.708)
C (-0.550, 0.768, -1.872)
C (-1.059, 0.082, -2.976)
C (2.248, 0.234, 2.147)
C (2.518, 1.416, 3.054)
C (0.903, -0.051, 1.885)
C (-3.128, -0.131, -1.827)
C (-3.460, 0.554, 0.559)
C (-1.372, 1.104, -0.812)
H (-0.334, -1.321, 0.580)
H (-4.482, 0.207, 0.363)
H (1.667, 2.139, 3.068)
H (0.141, 0.341, 2.516)
H (0.582, 0.161, -4.153)
H (-2.682, -0.903, -3.828)
H (-3.005, 0.060, 1.432)
H (2.731, 1.136, 4.089)
H (-4.010, -0.790, -1.733)
H (1.249, -3.127, -0.488)
H (0.428, 1.270, -1.924)
H (3.788, -1.868, -0.048)
H (-3.608, 1.596, 0.933)
H (-1.020, 1.897, -0.155)
H (4.294, -0.487, 2.071)
H (3.253, 2.166, 2.765)

Löwdin population analysis, charges in e, atoms 1 to 4: O 0.05; O 0.01; C -0.03; C -0.03

=====

An isolated ion of composition C5H6N and charge +1. Source: the Open Molecules 2025 dataset; level of theory: wB97M-V/def2-TZVPD.

Calculated values
* E_LUMO: -4.6 eV
* max |F|: 4.23 eV Å⁻¹
* structure (SMILES): C#[N+]C1(C)C=C1
* orbital gap: 9.757 eV
* HOMO level: -14.32 eV
* charge: +1

Positions of all 12 atoms, in Å:
N (-0.219, -1.274, -0.247)
C (-0.254, -2.366, -0.547)
C (-0.239, 1.084, -1.025)
C (1.048, 0.359, 1.179)
C (-0.155, 0.067, 0.059)
C (-0.158, 0.499, 1.608)
H (2.020, 0.644, 0.953)
H (-0.872, 1.872, -0.682)
H (-0.824, 0.458, 2.470)
H (-0.648, 0.720, -1.906)
H (0.927, 1.349, -1.260)
H (-0.626, -3.410, -0.603)

Löwdin population analysis, charges in e, atoms 1 to 4: N 0.16; C 0.31; C -0.01; C 0.13

=====

An isolated ion of composition C18H28NO and charge +1. Source: the Open Molecules 2025 dataset; level of theory: wB97M-V/def2-TZVPD.

Calculated values
* E_LUMO: -3.0 eV
* max |F|: 0.94 eV Å⁻¹
* structure (SMILES): CCCC[NH2+]CC#CCOc1cc(C)ccc1C(C)C
* orbital gap: 7.829 eV
* HOMO level: -10.85 eV
* charge: +1

Positions of all 48 atoms, in Å:
O (0.999, -0.372, -1.581)
N (-3.441, 1.138, 0.034)
C (0.412, 0.402, -2.599)
C (-2.588, -1.766, 1.147)
C (3.143, -2.473, -1.276)
C (3.252, 0.046, 1.235)
C (-3.152, -1.940, -0.263)
C (2.511, 3.716, 0.743)
C (1.742, 1.628, -0.420)
C (-2.875, 2.155, -0.902)
C (2.511, -0.570, 0.236)
C (-1.719, 1.589, -1.567)
C (-2.530, 0.791, 1.161)
C (-0.774, 1.088, -2.113)
C (1.746, 0.252, -0.601)
C (1.199, -2.712, 0.312)
C (-3.004, -0.477, 1.862)
C (3.254, 1.417, 1.411)
C (2.498, 2.227, 0.579)
C (2.570, -2.072, 0.084)
H (3.853, -0.570, 1.888)
H (-2.649, -1.298, -0.989)
H (1.282, -3.794, 0.262)
H (-2.567, -0.493, 2.860)
H (0.496, -2.383, -0.449)
H (-2.501, 1.637, 1.851)
H (-4.089, -0.450, 1.989)
H (1.737, 4.189, 0.142)
H (3.475, 4.114, 0.431)
H (-2.590, 3.043, -0.331)
H (-2.922, -2.604, 1.759)
H (0.125, -0.309, -3.382)
H (2.365, 3.989, 1.786)
H (3.852, 1.859, 2.193)
H (-2.974, -2.961, -0.591)
H (-3.635, 2.433, -1.638)
H (-4.231, -1.785, -0.285)
H (0.819, -2.442, 1.297)
H (-3.601, 0.257, -0.485)
H (1.149, 2.263, -1.062)
H (2.476, -2.173, -2.079)
H (1.117, 1.130, -3.021)
H (3.273, -3.552, -1.320)
H (4.111, -2.003, -1.430)
H (-1.529, 0.641, 0.751)
H (-1.500, -1.812, 1.100)
H (-4.339, 1.458, 0.410)
H (3.247, -2.449, 0.857)

Löwdin population analysis, charges in e, atoms 1 to 4: O -0.07; N 0.05; C -0.17; C -0.23

=====

As7CuF42 as an isolated structure. Source: the Open Molecules 2025 dataset; level of theory: wB97M-V/def2-TZVPD.

Calculated values
* E_LUMO (alpha / beta): 5.5 / -1.2 eV
* max |F|: 3.09 eV Å⁻¹
* 2S+1: 2
* orbital gap (alpha / beta): 8.577 / 1.641 eV
* HOMO level (alpha / beta): -3.04 / -2.82 eV
* charge: -5

Positions of all 50 atoms, in Å:
As (-1.518, 6.002, 0.897)
As (-3.036, 1.181, -4.937)
As (4.396, 3.003, -2.749)
As (1.981, -4.009, -3.865)
As (4.721, -3.623, 2.953)
As (-5.036, -3.314, 0.971)
As (-1.493, 0.731, 6.664)
Cu (0.164, -0.322, 0.424)
F (0.006, 5.984, 1.942)
F (4.941, 1.815, -3.924)
F (-1.243, 2.555, 6.667)
F (-5.429, -1.557, 0.884)
F (0.146, 0.385, 7.487)
F (2.192, -5.364, -2.700)
F (-5.153, -3.334, -0.795)
F (3.033, 1.959, -2.048)
F (-6.750, -3.820, 1.076)
F (-3.297, -2.717, 1.017)
F (-1.640, 7.728, 1.040)
F (-4.274, -4.976, 0.917)
F (1.635, -2.603, -4.923)
F (-4.516, 1.325, -3.761)
F (-5.041, -3.322, 2.780)
F (5.559, -3.041, 1.421)
F (-2.333, 0.686, 8.279)
F (3.991, -4.891, 1.973)
F (-0.859, 0.719, 5.042)
F (3.700, -3.458, -3.639)
F (-0.582, 6.126, -0.661)
F (-3.011, 5.992, 0.007)
F (-1.714, -1.017, 6.510)
F (-3.377, -0.546, -5.309)
F (-1.895, 0.772, -3.587)
F (3.682, -4.228, 4.289)
F (5.300, -2.259, 4.014)
F (-2.422, 5.867, 2.423)
F (6.198, -4.570, 3.351)
F (3.159, -2.724, 2.534)
F (-1.620, 1.124, -6.029)
F (5.586, 2.377, -1.573)
F (-3.073, 1.016, 5.863)
F (-1.242, 4.180, 0.737)
F (-4.131, 1.691, -6.314)
F (3.946, 4.235, -1.568)
F (1.311, -3.001, -2.530)
F (5.719, 4.183, -3.302)
F (-2.678, 2.972, -4.665)
F (3.308, 3.801, -4.059)
F (0.274, -4.527, -4.111)
F (2.415, -5.184, -5.116)

Löwdin population analysis, charges in e, atoms 1 to 4: As 0.90; As 1.00; As 0.94; As 0.91

=====

One molecule with the formula C3H6N2. Source: the Open Molecules 2025 dataset; level of theory: wB97M-V/def2-TZVPD.

Calculated values
* E_LUMO: 0.9 eV
* max |F|: 0.88 eV Å⁻¹
* structure (SMILES): CNC1=NC1
* orbital gap: 9.953 eV
* HOMO level: -9.03 eV

Positions of all 11 atoms, in Å:
N (1.411, -0.369, -0.970)
N (-0.538, 0.314, 0.418)
C (1.835, -0.820, 0.435)
C (-1.590, 0.568, -0.535)
C (0.665, -0.102, 0.018)
H (-2.540, 0.440, -0.013)
H (-1.519, 1.562, -0.985)
H (-0.551, 0.773, 1.315)
H (1.717, -1.887, 0.668)
H (-1.507, -0.195, -1.316)
H (2.617, -0.284, 0.964)

Löwdin population analysis, charges in e, atoms 1 to 4: N 0.14; N -0.01; C -0.11; C -0.08

=====

| no. | electronic energy (eV) |
| --- | --- |
| 1 | -11696.629 |
| 2 | -18871.160 |
| 3 | -6760.232 |
| 4 | -22650.084 |
| 5 | -584655.861 |
| 6 | -6186.434 |